Here is a molecular structure, C35H31AsN4O7P2SSe2V in a non-equilibrium geometry from OMol25. Energies are from ωB97M-V with the def2-TZVPD basis set.

```
84
Properties=species:S:1:pos:R:3
V 0.34472 0.31062 0.78238
O 1.66090 -0.87661 4.07436
As 2.72964 -0.23939 2.85393
O 4.11716 -1.02102 2.77641
O 1.55110 -0.67738 1.45755
C 2.45013 1.62887 3.22194
C 2.17571 1.96010 4.54399
C 2.06265 3.29939 4.89839
C 2.21759 4.30017 3.94817
C 2.47037 3.97261 2.62530
C 2.58508 2.64379 2.27692
S 2.77807 2.17534 0.59034
O 3.17170 3.27344 -0.21377
O 3.53846 0.95099 0.62707
O 1.30089 1.79686 0.22506
H 1.96050 -1.75227 4.36134
H 2.06094 1.18753 5.29032
H 1.86455 3.55454 5.93116
H 2.12880 5.34098 4.23001
H 2.56058 4.73197 1.85952
Se -5.17109 3.30400 3.55310
P -3.29681 3.31180 4.48859
C -3.24240 2.26297 5.98322
C -2.22670 2.37067 6.93640
C -2.25018 1.57191 8.07019
C -3.28115 0.65967 8.26271
C -4.29510 0.55556 7.32320
C -4.28022 1.35991 6.19040
C -2.70660 4.94765 4.99569
C -1.37460 5.20258 5.33048
C -1.00696 6.45531 5.79419
C -1.95800 7.46026 5.92083
C -3.27752 7.21249 5.57669
C -3.65198 5.95889 5.11282
C -2.00445 2.67733 3.36947
C -1.78110 1.43799 2.78202
N -0.75770 1.63246 1.89296
N -0.37447 2.90803 1.95896
N -1.10924 3.53852 2.81909
P -2.47637 -0.19578 2.80472
Se -1.67554 -1.10782 0.95522
C -1.92548 -1.11147 4.24080
C -1.21755 -0.49179 5.26116
C -0.77981 -1.24623 6.33959
C -1.04343 -2.60690 6.39222
C -1.74411 -3.22742 5.36236
C -2.18240 -2.48343 4.28105
C -4.25569 -0.20987 2.68135
C -4.83629 0.36072 1.54827
C -6.21201 0.36655 1.42095
C -7.00240 -0.19266 2.41768
C -6.42276 -0.76573 3.54150
C -5.04329 -0.78014 3.67900
H -1.43689 3.09745 6.82152
H -1.47309 1.67885 8.81701
H -3.30026 0.04405 9.15308
H -5.11271 -0.13689 7.48105
H -5.09357 1.32505 5.47416
H -0.61894 4.43911 5.19706
H 0.02550 6.65489 6.05181
H -1.66530 8.43833 6.28033
H -4.01931 7.99522 5.66253
H -4.67869 5.76196 4.83326
H -1.00314 0.56839 5.21839
H -0.23235 -0.76514 7.13964
H -0.70107 -3.19175 7.23631
H -1.94341 -4.29012 5.40050
H -2.71703 -2.96544 3.47062
H -4.21621 0.80683 0.78084
H -6.66971 0.81785 0.55070
H -8.08033 -0.18140 2.31637
H -7.04463 -1.20139 4.31243
H -4.58696 -1.21481 4.55843
N 1.68709 -3.69464 -1.46308
C 0.76492 -2.72904 -1.26428
O -0.37700 -2.95575 -0.90278
C 1.22341 -1.31816 -1.56805
C 0.17993 -0.28694 -1.21157
H 1.42480 -4.65378 -1.30622
H 2.62604 -3.48939 -1.75670
H 1.40830 -1.24348 -2.64662
H 2.18235 -1.11423 -1.08691
H -0.83527 -0.56902 -1.46077
H 0.42587 0.68672 -1.62859
```

net charge = +1
LUMO energy = -0.190 Eh
Kohn-Sham gap = 5.2 eV
energy relative to the best compared isomer or geometry (same formula, charge and spin) = 52.1 kJ/mol
multiplicity = 1
HOMO level = -10.419 eV